[1]
C26H40Cl3MnN4O3Si | the ωB97M-V functional and the def2-TZVPD basis

Structure (XYZ):
```
78
Properties=species:S:1:pos:R:3:lowdin_charge:R:1
C -2.18055 -2.36821 -4.12322 -0.003
C -1.30689 -2.87425 -2.98111 -0.397
H -2.64958 -3.19558 -4.69036 0.079
H -1.56476 -1.76339 -4.81693 0.089
H -2.97124 -1.70856 -3.69757 0.090
C -0.95996 -4.22679 -2.85318 -0.060
C -0.87841 -5.16875 -3.97701 -0.099
H -0.77660 -4.63304 -1.87025 0.093
H -0.28827 -4.79028 -4.82017 0.087
H -1.86617 -5.45538 -4.35272 0.079
H -0.40103 -6.08605 -3.61593 0.075
Mn -0.07207 1.45800 1.25601 -0.002
Cl -2.29021 2.08263 0.70409 -0.002
Cl 0.88525 2.45524 -0.81938 0.362
H 1.43087 5.61113 4.16993 0.102
H -1.47118 6.46788 3.64677 0.096
C 1.32595 5.43213 3.08537 -0.012
C -1.01991 6.24128 2.66587 -0.026
N -0.07244 5.12719 2.76055 -0.169
H 1.97096 4.59388 2.78608 0.096
C -0.46512 3.88419 2.61324 -0.296
O 0.37517 2.93248 2.50284 -0.153
H -1.82115 5.94689 1.96909 0.099
H -1.55492 3.69777 2.55560 0.095
H 1.59754 6.35024 2.54787 0.090
H -0.49052 7.12518 2.29305 0.090
H 2.27810 -0.91963 -2.66602 0.087
H 2.80917 -3.42740 -1.45914 0.073
C 3.25350 -0.72872 -2.18301 -0.038
C 3.63372 -2.87390 -0.98318 -0.059
N 3.34120 -1.44919 -0.92602 -0.188
H 3.36939 0.34399 -1.98075 0.083
C 3.20464 -0.80777 0.26527 -0.398
O 3.15744 0.41757 0.43215 -0.075
H 3.77945 -3.24785 0.04038 0.087
H 3.11061 -1.51948 1.11252 0.117
H 4.04618 -1.09624 -2.85239 0.086
H 4.54427 -3.04944 -1.57756 0.088
O -0.36824 -1.76041 -2.59202 -0.025
C -1.41448 -2.05016 -1.68650 -0.255
C 0.07519 -3.42566 -0.09415 -0.097
C -1.11260 -2.70081 -0.39903 -0.293
H 0.82118 -3.61058 -0.87182 0.092
C 0.22684 -3.93860 1.20363 -0.091
H -2.19226 -1.27898 -1.69594 0.143
C -2.09589 -2.49363 0.60102 -0.069
H 1.14786 -4.46960 1.47722 0.103
C -0.78164 -3.78613 2.15560 -0.105
C -1.94070 -3.06282 1.86090 -0.098
H -2.93992 -1.85166 0.35270 0.117
H -0.66630 -4.17494 3.17865 0.104
H -2.74110 -2.92072 2.58287 0.101
Si -0.16185 2.91137 -2.74688 0.312
Cl 0.21945 -0.50445 0.48536 0.449
C 1.37994 3.48619 -3.61819 -0.229
C -1.35172 4.14556 -2.03669 -0.244
C -1.10637 1.55829 -3.59044 -0.183
H 1.91019 4.26405 -3.05607 0.033
H 1.11952 3.88070 -4.60411 0.030
H 2.05973 2.63675 -3.75182 0.030
H -0.46423 0.75246 -3.97358 0.032
H -1.57296 2.09105 -4.44144 0.044
H -1.89933 1.15224 -2.94361 0.042
H -1.86166 3.72110 -1.15995 -0.054
H -2.12393 4.40484 -2.77242 0.032
H -0.85230 5.07091 -1.71694 0.033
N -0.42856 -1.10699 7.85386 0.153
C -0.41195 -0.99157 6.68661 -0.172
C -0.39906 -0.81216 5.26173 -0.220
C 0.75521 -1.11153 4.52665 0.009
C 0.80563 -0.65193 3.22815 -0.121
N -0.20057 0.14479 2.81677 -0.149
C -1.42824 0.10501 3.32123 -0.122
C -1.54738 -0.28661 4.64992 0.016
H 1.60815 -1.64067 4.94046 0.126
H 1.64000 -0.82779 2.54972 0.079
H -2.23690 0.47816 2.69717 0.062
H -2.48113 -0.12286 5.16064 0.120
```

Summary:
Spin multiplicity: 5
Energy above the lowest of the compared OMol25 structures with the same formula, charge and spin: 3.857 eV
Gap between HOMO and LUMO (spin up / spin down): 7.13 / 6.26 eV
Charge: 0
E_HOMO (spin up / spin down): -7.35 / -6.49 eV

---

[2]
C26H40F18InNO13P | the ωB97M-V functional and the def2-TZVPD basis

Structure (XYZ):
```
100
Properties=species:S:1:pos:R:3:lowdin_charge:R:1
C -7.80072 1.62400 3.53638 -0.104
C -6.76669 1.19452 2.46795 -0.435
N -7.41259 0.91437 1.16786 -0.230
In -6.42664 -0.73858 0.20321 0.280
P -4.13436 0.26355 -0.44784 0.418
O -4.41496 1.52176 -1.26055 -0.674
H -8.76279 1.57103 3.04390 0.057
H -7.80920 0.92456 4.36367 0.010
H -7.60576 2.62932 3.88746 0.057
H -6.05073 2.01211 2.36441 0.085
H -6.20221 0.33671 2.83164 0.049
H -7.12566 1.69492 0.58559 -0.015
H -7.35034 -1.22095 -1.24325 -0.149
H -6.26657 -2.05030 1.40328 -0.142
H -3.51205 0.71337 0.75498 -0.084
H -3.27098 -0.63227 -1.14592 -0.096
C 0.41784 2.49611 -1.37479 -0.060
C 0.04940 2.81238 0.05749 -0.174
O 0.39590 1.71748 0.93412 0.045
C 1.65396 1.65338 1.31702 -0.411
O 2.53844 2.40234 1.02104 0.166
C 1.83571 0.46333 2.26874 -0.525
F 1.23285 -0.64359 1.81034 0.158
F 1.32362 0.73332 3.47663 0.174
F 3.13401 0.17257 2.43742 0.144
H -0.04305 1.55765 -1.68464 0.091
H 0.07873 3.28934 -2.03559 0.079
H 1.49514 2.38570 -1.48819 0.068
H -1.02774 2.93822 0.13994 0.131
H 0.51745 3.73462 0.39863 0.126
C 2.92559 -2.94925 0.33042 -0.053
C 1.77309 -3.88174 0.63220 -0.185
O 1.69643 -4.94514 -0.33796 0.039
C 2.51994 -5.96397 -0.14754 -0.406
O 3.30947 -6.08467 0.74067 0.170
C 2.28643 -7.02472 -1.23336 -0.542
F 2.19289 -6.46893 -2.44901 0.164
F 1.14794 -7.69204 -0.99255 0.167
F 3.28656 -7.90626 -1.25797 0.166
H 2.85056 -2.56843 -0.68892 0.089
H 2.92330 -2.11070 1.01983 0.048
H 3.88240 -3.46497 0.41654 0.080
H 0.82760 -3.34909 0.56221 0.128
H 1.84279 -4.29500 1.63726 0.128
C 6.09209 -0.58798 4.00193 -0.053
C 4.97612 -1.57773 4.25641 -0.196
O 5.50240 -2.87676 4.59593 0.038
C 5.88101 -3.03945 5.85422 -0.405
O 5.82806 -2.22290 6.72423 0.172
C 6.37324 -4.47939 6.06157 -0.542
F 7.18854 -4.86543 5.07064 0.164
F 5.33205 -5.32440 6.09654 0.167
F 7.03819 -4.59216 7.21157 0.167
H 6.77143 -0.96936 3.23878 0.085
H 5.68296 0.36422 3.66737 0.079
H 6.67714 -0.41598 4.90497 0.078
H 4.39080 -1.72210 3.35333 0.104
H 4.29911 -1.22892 5.03468 0.129
C -7.79287 -2.48353 10.33299 -0.063
C -7.64718 -3.09177 8.95422 -0.203
O -7.92671 -2.12754 7.92720 0.032
C -6.93143 -1.30024 7.62361 -0.393
O -5.84761 -1.29183 8.12525 0.169
C -7.36345 -0.36636 6.48308 -0.555
F -8.59310 0.12306 6.70631 0.162
F -7.38031 -1.04561 5.33262 0.173
F -6.52020 0.65578 6.37137 0.173
H -8.78090 -2.03702 10.44894 0.082
H -7.65774 -3.24585 11.09984 0.079
H -7.05634 -1.69719 10.49357 0.077
H -8.37429 -3.88884 8.81410 0.124
H -6.65670 -3.51983 8.80689 0.125
C 6.27038 2.73039 -4.87550 -0.059
C 5.09834 1.94073 -5.41731 -0.194
O 3.85272 2.41967 -4.87668 0.037
C 3.34342 3.49568 -5.45798 -0.403
O 3.81405 4.09662 -6.37670 0.166
C 2.00220 3.84786 -4.80061 -0.536
F 2.07641 3.79626 -3.46457 0.158
F 1.04962 2.98596 -5.19368 0.157
F 1.60467 5.07487 -5.13884 0.171
H 6.26574 2.71813 -3.78531 0.084
H 7.20859 2.30482 -5.22928 0.082
H 6.22190 3.77158 -5.19237 0.077
H 5.16940 0.89968 -5.11079 0.126
H 5.06686 1.96220 -6.50565 0.126
C 0.88489 3.59628 -8.24752 -0.061
C 0.06138 3.45283 -9.50794 -0.183
O 0.78068 3.93589 -10.66185 0.036
C 1.66064 3.09982 -11.18959 -0.406
O 1.91272 1.99650 -10.80832 0.172
C 2.30393 3.74410 -12.42645 -0.542
F 2.65806 5.01444 -12.19024 0.164
F 1.43951 3.73910 -13.45425 0.163
F 3.39362 3.07353 -12.79909 0.168
H 1.21403 4.62835 -8.12191 0.091
H 0.29930 3.30504 -7.38072 0.074
H 1.77762 2.97214 -8.29013 0.079
H -0.83605 4.06371 -9.44449 0.127
H -0.25397 2.42287 -9.66711 0.127
```

Summary:
Energy above the lowest of the compared OMol25 structures with the same formula, charge and spin: 0.573 eV
Gap between HOMO and LUMO: 5.96 eV
Charge: -1
E_HOMO: -4.37 eV

---

[3]
C26H40N2O2PSiTi | the ωB97M-V functional and the def2-TZVPD basis

Structure (XYZ):
```
73
Properties=species:S:1:pos:R:3:lowdin_charge:R:1
Ti 1.10773 0.39275 0.42431 1.023
O 0.41598 1.84382 -0.72320 -0.231
C 0.75434 1.85358 -2.00094 -0.376
C -0.10197 2.35491 -2.97892 -0.057
C 0.18815 2.20693 -4.33237 -0.129
C 1.34766 1.54498 -4.72964 -0.137
C 2.23489 1.08615 -3.77061 -0.066
C 1.99283 1.26635 -2.39787 -0.180
C 2.95109 0.86975 -1.41232 -0.139
N 2.92053 1.24573 -0.11198 -0.141
C 4.07275 0.88216 0.68903 -0.230
C 3.54162 0.62156 2.09255 -0.231
N 2.36079 -0.19351 1.89731 -0.155
C 2.24225 -1.34693 2.59277 -0.124
C 1.47677 -2.45572 2.16087 -0.174
C 1.39905 -3.62080 2.95936 -0.069
C 0.75943 -4.76644 2.53190 -0.135
C 0.17379 -4.80132 1.26917 -0.119
C 0.22425 -3.66719 0.46143 -0.047
C 0.83403 -2.49557 0.88679 -0.309
O 0.82329 -1.42120 0.07982 -0.218
H -1.01952 2.83241 -2.65523 0.100
H -0.50248 2.58999 -5.07476 0.088
H 1.56305 1.40477 -5.78192 0.084
H 3.15578 0.59601 -4.07051 0.100
H 3.79845 0.27333 -1.75675 0.110
H 4.81802 1.68595 0.68812 0.111
H 4.55012 -0.03152 0.30371 0.112
H 3.28796 1.58289 2.55819 0.094
H 4.28341 0.12431 2.72624 0.111
H 2.82567 -1.46280 3.50587 0.108
H 1.87576 -3.59857 3.93390 0.098
H 0.72411 -5.63722 3.17580 0.086
H -0.31948 -5.69701 0.91283 0.085
H -0.20596 -3.67916 -0.53179 0.086
C -3.86908 -2.47575 -1.40504 -0.157
C -2.78071 -1.68061 -0.69146 -0.399
P -1.82904 -0.41404 -1.65334 0.993
C -1.58015 -1.25040 -3.27988 -0.418
C -0.61432 -2.42849 -3.18604 -0.159
C -3.18743 0.74306 -2.14074 -0.425
C -3.51144 1.71954 -1.01130 -0.168
H -4.38948 -3.13664 -0.70762 0.064
H -3.45046 -3.10090 -2.19580 0.055
H -4.61905 -1.82632 -1.86104 0.054
H -2.03730 -2.35539 -0.26207 0.047
H -3.19820 -1.14446 0.16682 0.069
H -1.15332 -0.47901 -3.92874 0.062
H -2.53447 -1.55599 -3.72202 0.069
H -1.04546 -3.25118 -2.61049 0.048
H -0.36342 -2.81461 -4.17634 0.064
H 0.31077 -2.13031 -2.68897 0.063
H -4.08177 0.20371 -2.46774 0.061
H -2.81251 1.29126 -3.00917 0.060
H -3.85857 1.19352 -0.11854 0.058
H -4.29027 2.42956 -1.29895 0.061
H -2.61812 2.27997 -0.72696 0.055
C 0.81137 3.59807 2.09148 -0.182
Si -0.15459 2.22701 2.94530 0.403
C -1.78831 2.98714 3.51356 -0.196
C 0.77727 1.68760 4.48999 -0.181
C -0.41015 0.79097 1.82232 -0.317
H 0.29395 3.90049 1.17794 0.028
H 1.79997 3.25105 1.77735 0.011
H 0.94023 4.47287 2.73464 0.023
H -1.63786 3.86572 4.14694 0.018
H -2.37557 2.25728 4.07719 0.020
H -2.38262 3.29098 2.64761 0.019
H 1.02882 2.53500 5.13317 0.023
H 1.70057 1.17179 4.21975 0.003
H 0.17171 0.98676 5.07085 0.027
H -1.30416 0.90974 1.19771 -0.007
H -0.51095 -0.13236 2.40847 0.020
```

Summary:
Spin multiplicity: 3
Energy above the lowest of the compared OMol25 structures with the same formula, charge and spin: 0.883 eV
Gap between HOMO and LUMO (spin up / spin down): 4.87 / 7.75 eV
Charge: -1
E_HOMO (spin up / spin down): -2.02 / -4.93 eV